(1)
This record from OMol25 describes the ion C21H19FNO with charge +1 at a distorted geometry. The level of theory is wB97M-V/def2-TZVPD.

Positions of all 43 atoms, in Å:
C -2.9419 -1.5300 0.8873
C -1.6092 -0.9578 1.2368
O -1.5870 -0.1579 2.2099
C -0.3669 -1.2125 0.3873
C -0.3225 0.0516 -0.9143
C -1.4971 0.9575 -1.1155
C -2.6684 0.4664 -1.7458
C -3.8072 1.2490 -1.9098
C -3.7894 2.5931 -1.4979
C -2.6220 3.1047 -0.9199
C -1.4982 2.2962 -0.7140
C 1.0036 0.6749 -1.2034
C 2.1434 -0.1618 -1.1050
C 3.4521 0.3234 -1.1920
C 3.7025 1.6567 -1.5553
C 2.5892 2.4561 -1.8133
F 2.8299 3.7538 -2.1955
C 1.2847 1.9894 -1.7144
N 0.6302 -1.6529 1.4192
C 0.8444 -1.0589 2.6442
C 1.9284 -1.3502 3.4471
C 2.8485 -2.3169 3.0705
C 2.5598 -3.0460 1.9092
C 1.4284 -2.7422 1.1665
H -3.0688 -1.7020 -0.1952
H -3.1734 -2.4836 1.4146
H -3.6889 -0.8050 1.2525
H -0.5570 -2.2152 -0.0900
H -0.4382 -0.8529 -1.6573
H -2.7009 -0.5685 -2.0951
H -4.7150 0.8292 -2.3280
H -4.6854 3.2255 -1.6416
H -2.6125 4.1535 -0.5890
H -0.6278 2.7037 -0.1944
H 1.9829 -1.2214 -0.8719
H 4.2918 -0.3508 -0.9848
H 4.7071 2.0461 -1.6231
H 0.4853 2.6804 -1.9923
H 0.1072 -0.3376 2.9806
H 2.0598 -0.7862 4.3693
H 3.7519 -2.5215 3.6369
H 3.1978 -3.8536 1.5518
H 1.1489 -3.3258 0.2750

As for the net charge: +1. The value obtained for the orbital gap is 7.41 eV. As for the structure (SMILES): CC(=O)[C@@H]([C@@H](c1ccccc1)c1cccc(F)c1)[n+]1ccccc1. The value obtained for the HOMO energy is -11.92 eV. The value obtained for the LUMO energy is -4.5145 eV. Its multiplicity is 1.



(2)
This record from OMol25 describes a structure of composition C60H60N11O2P4SSe2W at a distorted geometry. The level of theory is wB97M-V/def2-TZVPD.

Positions of all 141 atoms, in Å:
W -0.3785 -0.1178 0.1447
O 1.5329 -0.6324 -0.7718
N 1.8052 -1.1585 -1.9675
C 2.8916 -0.6401 -2.5843
C 3.3106 -1.1172 -3.7913
C 2.5896 -2.1578 -4.3823
C 1.4856 -2.6651 -3.7426
C 1.0588 -2.1677 -2.4960
S -0.3015 -2.7401 -1.6345
H 3.3780 0.1570 -2.0410
H 4.1888 -0.6906 -4.2548
H 2.9028 -2.5668 -5.3344
H 0.9194 -3.4844 -4.1629
Se 4.1078 4.4112 -2.6299
P 2.1640 4.3177 -3.3999
C 2.1274 3.6498 -5.0890
C 2.7198 2.4048 -5.3138
C 2.8384 1.9097 -6.5986
C 2.3864 2.6612 -7.6794
C 1.8134 3.9027 -7.4653
C 1.6847 4.3999 -6.1715
C 1.2101 5.8437 -3.4498
C 1.8296 7.0561 -3.1772
C 1.1054 8.2396 -3.2751
C -0.2272 8.2061 -3.6561
C -0.8484 6.9913 -3.9344
C -0.1345 5.8105 -3.8243
C 1.1358 3.1268 -2.4786
C 0.7657 2.9454 -1.1396
N 0.1773 1.7177 -1.0895
N 0.1475 1.2374 -2.3241
N 0.6801 2.0650 -3.1733
P 0.6686 4.0571 0.3069
Se -0.1247 2.9658 1.9468
C 2.2150 4.8677 0.6994
C 2.9945 4.3789 1.7465
C 4.1643 5.0343 2.0972
C 4.5415 6.1897 1.4232
C 3.7514 6.6931 0.4011
C 2.5913 6.0313 0.0335
C -0.5117 5.3449 -0.1536
C -0.4505 6.5953 0.4541
C -1.5046 7.4872 0.3060
C -2.6223 7.1318 -0.4349
C -2.6850 5.8833 -1.0431
C -1.6326 4.9931 -0.9034
H 3.0997 1.8351 -4.4756
H 3.3035 0.9457 -6.7666
H 2.5012 2.2844 -8.6880
H 1.4764 4.4975 -8.3043
H 1.2495 5.3793 -6.0218
H 2.8820 7.0659 -2.9139
H 1.5864 9.1860 -3.0637
H -0.7874 9.1288 -3.7403
H -1.8876 6.9719 -4.2377
H -0.6101 4.8608 -4.0480
H 2.6619 3.5113 2.3037
H 4.7683 4.6617 2.9144
H 5.4509 6.7057 1.7044
H 4.0434 7.5958 -0.1193
H 1.9776 6.4263 -0.7668
H 0.4032 6.8689 1.0617
H -1.4548 8.4581 0.7818
H -3.4443 7.8283 -0.5415
H -3.5542 5.6082 -1.6285
H -1.6813 4.0173 -1.3712
C 3.0382 -7.2255 11.4895
O 3.7452 -6.1221 10.9291
C 3.2590 -5.5643 9.8060
C 3.9827 -4.4804 9.3037
C 3.5642 -3.8489 8.1557
C 2.4185 -4.2747 7.4776
C 1.7047 -5.3521 7.9871
C 2.1129 -5.9986 9.1425
C 1.9580 -3.6231 6.2494
N 0.9130 -3.9778 5.5300
C 0.8734 -3.0829 4.4970
C 1.8982 -2.1743 4.5752
N 2.5913 -2.5336 5.7042
C 2.1081 -1.1423 3.6087
C 3.2091 -0.2752 3.5336
C 3.2903 0.6172 2.4969
C 2.2472 0.6990 1.5759
N 1.1801 -0.0819 1.6454
C 1.1396 -1.0385 2.6050
C 0.0914 -2.0152 2.4766
N -0.6980 -1.9035 1.3730
C -1.6013 -2.8512 1.1672
C -1.8008 -3.9222 2.0361
C -1.0294 -4.0251 3.1656
C -0.0451 -3.0544 3.3979
H 3.5860 -7.5092 12.3813
H 3.0133 -8.0662 10.7944
H 2.0213 -6.9396 11.7628
H 4.8678 -4.1586 9.8357
H 4.1515 -3.0121 7.7932
H 0.8169 -5.6844 7.4650
H 1.5375 -6.8323 9.5159
H 3.4046 -2.0833 6.0850
H 4.0034 -0.3321 4.2682
H 4.1431 1.2721 2.3829
H 2.2748 1.4185 0.7722
H -2.1964 -2.7585 0.2694
H -2.5582 -4.6567 1.7996
H -1.1447 -4.8396 3.8700
C -3.1561 1.0331 -4.7423
N -2.6947 -0.4257 -4.6560
C -3.8905 -1.2982 -4.2539
N -4.4601 -0.8247 -3.0426
C -4.8754 0.5696 -3.1818
N -3.7515 1.4409 -3.5177
C -2.7809 1.5672 -2.4228
P -1.9801 -0.0527 -1.9708
C -1.5493 -0.5917 -3.6965
C -3.5786 -1.0128 -1.8792
H -3.8754 1.0777 -5.5594
H -2.2752 1.6276 -4.9805
H -2.3740 -0.7186 -5.5800
H -3.5153 -2.3151 -4.1532
H -4.6045 -1.2365 -5.0743
H -5.3182 0.9050 -2.2454
H -5.6283 0.6410 -3.9675
H -3.2866 1.9668 -1.5471
H -2.0104 2.2814 -2.7139
H -1.2738 -1.6449 -3.6726
H -0.7144 0.0021 -4.0615
H -4.1286 -0.6834 -1.0019
H -3.3556 -2.0748 -1.7593
C -2.0616 0.7125 3.3377
P -2.4599 0.4781 1.5633
C -3.7964 -0.7594 1.8009
C -3.4443 1.9551 1.1503
H -2.9658 0.5423 3.9234
H -1.7049 1.7186 3.5317
H -1.2981 0.0032 3.6578
H -4.6369 -0.2419 2.2656
H -3.4581 -1.5396 2.4813
H -4.1405 -1.2338 0.8872
H -3.9701 2.2931 2.0442
H -4.1889 1.7027 0.3937
H -2.8010 2.7592 0.7972

As for the net charge: +2. The value obtained for the energy above the lowest of the compared OMol25 structures with the same formula, charge and spin is 9.0 kcal per mole. The value obtained for the orbital gap (spin up / spin down) is 6.47 / 5.89 eV. The value obtained for the HOMO energy (spin up / spin down) is -11.22 / -11.28 eV. The value obtained for the LUMO energy (spin up / spin down) is -4.7501 / -5.3826 eV. Its multiplicity is 4.



(3)
This record from OMol25 describes a cluster of 3 separate species, C5H15N2S in total at a distorted geometry. The level of theory is wB97M-V/def2-TZVPD.

Positions of all 23 atoms, in Å:
C 4.5747 -0.1262 -0.3342
N -0.9472 -1.0960 -0.2697
C -2.0534 -0.6013 0.3660
C -2.5077 0.6705 -0.4037
S -4.0756 1.3393 0.2413
C -3.1400 -1.6685 0.6319
C 5.2417 0.8075 0.3208
N 1.1285 0.5790 -0.5411
H 3.5848 0.0074 -0.7525
H 5.0527 -1.0863 -0.4990
H -0.7349 -2.0622 0.0371
H -1.7256 -0.2126 1.3642
H -2.6270 0.4002 -1.4549
H -1.7171 1.4287 -0.3610
H -3.7333 2.5975 -0.0081
H -3.4350 -2.1522 -0.2964
H -2.7750 -2.4061 1.3387
H -3.9869 -1.1771 1.0891
H 4.8343 1.8058 0.4141
H 6.2988 0.8472 0.5608
H 1.3027 0.9851 0.3685
H 0.9903 1.3031 -1.2381
H 0.4499 -0.1827 -0.5739

As for the net charge: +1. The value obtained for the energy above the lowest of the compared OMol25 structures with the same formula, charge and spin is 159.0 kcal per mole. The value obtained for the orbital gap is 3.47 eV. The value obtained for the HOMO energy is -12.43 eV. The value obtained for the LUMO energy is -8.9603 eV. Its multiplicity is 1.



(4)
This record from OMol25 describes a structure of composition C13H9NO5Pt. The level of theory is wB97M-V/def2-TZVPD.

Positions of all 29 atoms, in Å:
Pt 0.6280 -2.7043 -1.1287
O -3.3628 -2.1971 0.9715
C -2.2059 -2.6303 0.4706
O -2.0381 -2.9022 -0.6902
C -1.1440 -2.7251 1.5395
O -0.0676 -3.4617 1.0244
C 1.1765 -3.2881 1.7188
C 2.2895 -3.8925 0.8812
O 3.2454 -4.3884 1.4139
O 2.1404 -3.7924 -0.4374
H -3.9930 -2.1156 0.2358
H -1.5791 -3.2056 2.4187
H -0.8453 -1.7076 1.8156
H 1.1613 -3.7790 2.6892
H 1.3761 -2.2189 1.8475
N 0.1970 7.1821 -0.6453
C 0.2096 6.0390 -0.7664
C 0.2194 4.6003 -0.9170
C -0.9777 3.9066 -1.0603
C -0.9659 2.5311 -1.1969
C 0.2404 1.8291 -1.1955
C 1.4400 2.5362 -1.0605
C 1.4308 3.9109 -0.9188
C 0.2599 0.3961 -1.3258
C 0.2402 -0.8129 -1.4297
H -1.9137 4.4499 -1.0625
H -1.8941 1.9874 -1.3097
H 2.3754 1.9938 -1.0696
H 2.3574 4.4594 -0.8122

As for the net charge: 0. The value obtained for the orbital gap (spin up / spin down) is 8.81 / 6.65 eV. The value obtained for the HOMO energy (spin up / spin down) is -8.95 / -8.89 eV. The value obtained for the LUMO energy (spin up / spin down) is -0.1439 / -2.2347 eV. Its multiplicity is 3.



So what do the calculations give for total energy? Going down the list: -1041.1685, -9708.3950, -706.7232, -1050.9164 hartree.